{
  "formula": "C48H120N8",
  "method": "ωB97M-V with the def2-TZVPD basis set",
  "fmax_ev_per_a": 3.225,
  "e_homo_ev": -8.06,
  "smiles": "CCN(CC)CC.CCN(CC)CC.CCN(CC)CC.CCN(CC)CC.CCN(CC)CC.CCN(CC)CC.CCN(CC)CC.CCN(CC)CC",
  "molar_mass_g_mol": 809.54,
  "e_above_lowest_ev": 5.386,
  "total_charge": 0,
  "symbols": ["C", "C", "N", "C", "C", "C", "C", "H", "H", "H", "H", "H", "H", "H", "H", "H", "H", "H", "H", "H", "H", "H", "C", "C", "N", "C", "C", "C", "C", "H", "H", "H", "H", "H", "H", "H", "H", "H", "H", "H", "H", "H", "H", "H", "C", "C", "N", "C", "C", "C", "C", "H", "H", "H", "H", "H", "H", "H", "H", "H", "H", "H", "H", "H", "H", "H", "C", "C", "N", "C", "C", "C", "C", "H", "H", "H", "H", "H", "H", "H", "H", "H", "H", "H", "H", "H", "H", "H", "C", "C", "N", "C", "C", "C", "C", "H", "H", "H", "H", "H", "H", "H", "H", "H", "H", "H", "H", "H", "H", "H", "C", "C", "N", "C", "C", "C", "C", "H", "H", "H", "H", "H", "H", "H", "H", "H", "H", "H", "H", "H", "H", "H", "C", "C", "N", "C", "C", "C", "C", "H", "H", "H", "H", "H", "H", "H", "H", "H", "H", "H", "H", "H", "H", "H", "C", "C", "N", "C", "C", "C", "C", "H", "H", "H", "H", "H", "H", "H", "H", "H", "H", "H", "H", "H", "H", "H"],
  "positions_angstrom": [[-4.985, 4.447, -2.850], [-3.552, 4.885, -2.953], [-3.019, 5.612, -1.735], [-3.040, 4.858, -0.488], [-1.741, 5.143, 0.288], [-3.312, 7.029, -1.572], [-3.008, 7.715, -2.841], [-5.260, 3.609, -3.491], [-5.576, 5.305, -3.169], [-5.275, 4.263, -1.816], [-2.898, 4.013, -2.938], [-3.342, 5.388, -3.897], [-3.947, 5.029, 0.092], [-2.975, 3.780, -0.633], [-1.449, 4.447, 1.075], [-0.870, 5.059, -0.363], [-1.744, 6.146, 0.715], [-2.569, 7.407, -0.870], [-4.317, 7.316, -1.261], [-3.898, 7.761, -3.467], [-2.138, 7.275, -3.329], [-2.702, 8.755, -2.733], [1.322, 0.602, 4.673], [2.413, 1.664, 4.980], [3.663, 1.256, 5.671], [3.635, 0.645, 7.055], [2.638, 1.377, 7.980], [4.306, 0.297, 4.809], [5.794, 0.203, 5.068], [1.276, -0.165, 5.446], [1.574, 0.273, 3.665], [0.392, 1.167, 4.613], [2.712, 2.294, 4.143], [2.015, 2.449, 5.623], [3.236, -0.360, 6.917], [4.617, 0.704, 7.524], [2.706, 0.999, 9.000], [2.796, 2.454, 8.033], [1.645, 1.133, 7.603], [4.177, 0.664, 3.791], [3.813, -0.674, 4.770], [6.211, 1.194, 5.247], [6.283, -0.129, 4.153], [6.041, -0.402, 5.941], [-9.391, 0.570, 1.241], [-8.037, 1.370, 1.214], [-7.178, 1.032, 0.049], [-7.942, 0.808, -1.288], [-8.692, 2.067, -1.867], [-6.014, 1.908, 0.010], [-5.158, 1.937, 1.295], [-9.850, 0.891, 2.176], [-9.347, -0.517, 1.307], [-10.225, 0.863, 0.603], [-8.189, 2.448, 1.270], [-7.541, 1.131, 2.154], [-7.477, 0.436, -2.201], [-8.667, 0.015, -1.103], [-9.184, 2.504, -0.998], [-7.988, 2.729, -2.371], [-9.422, 1.676, -2.576], [-6.327, 2.932, -0.194], [-5.466, 1.468, -0.824], [-4.970, 0.907, 1.599], [-5.544, 2.385, 2.211], [-4.141, 2.299, 1.140], [0.380, 1.300, -7.715], [-0.824, 1.862, -7.001], [-0.745, 1.413, -5.629], [-2.053, 1.499, -4.940], [-2.088, 0.727, -3.606], [0.338, 1.982, -4.821], [0.184, 3.499, -4.639], [1.355, 1.547, -7.292], [0.505, 1.706, -8.719], [0.243, 0.243, -7.943], [-0.633, 2.935, -6.975], [-1.739, 1.551, -7.505], [-2.848, 1.030, -5.520], [-2.418, 2.522, -4.846], [-1.500, 1.189, -2.814], [-1.555, -0.195, -3.838], [-3.084, 0.623, -3.177], [0.524, 1.382, -3.931], [1.274, 1.805, -5.352], [0.390, 4.015, -5.576], [-0.822, 3.725, -4.287], [0.941, 3.984, -4.024], [-7.315, -4.677, -1.234], [-6.715, -3.357, -0.648], [-5.281, -3.175, -0.970], [-4.933, -2.787, -2.350], [-5.438, -1.432, -2.899], [-4.836, -2.122, 0.022], [-3.353, -2.049, 0.030], [-6.881, -5.516, -0.690], [-7.255, -4.764, -2.319], [-8.398, -4.601, -1.139], [-7.259, -2.537, -1.117], [-6.943, -3.298, 0.416], [-3.858, -2.862, -2.513], [-5.295, -3.618, -2.955], [-6.501, -1.426, -3.138], [-5.157, -0.581, -2.278], [-4.977, -1.265, -3.873], [-5.247, -2.396, 0.994], [-5.314, -1.226, -0.374], [-2.916, -1.876, 1.013], [-2.971, -1.192, -0.524], [-2.802, -2.911, -0.346], [5.433, -3.514, 3.452], [6.021, -4.742, 4.257], [7.078, -4.283, 5.148], [6.459, -3.564, 6.261], [7.542, -2.831, 7.123], [7.938, -5.319, 5.654], [8.529, -6.195, 4.549], [4.785, -2.904, 4.082], [4.809, -3.783, 2.600], [6.250, -2.910, 3.056], [5.200, -5.116, 4.870], [6.329, -5.440, 3.479], [5.976, -2.677, 5.851], [5.782, -4.153, 6.879], [7.002, -2.046, 7.652], [8.043, -3.535, 7.788], [8.384, -2.378, 6.599], [7.275, -5.889, 6.305], [8.748, -4.945, 6.281], [9.394, -6.748, 4.916], [8.829, -5.635, 3.664], [7.803, -6.965, 4.287], [2.064, 2.073, -0.384], [2.052, 0.531, -0.630], [1.235, -0.228, 0.365], [1.512, -1.674, 0.246], [2.814, -2.236, 0.685], [-0.186, 0.020, 0.351], [-0.564, 1.282, 1.182], [2.944, 2.567, -0.797], [2.264, 2.270, 0.669], [1.140, 2.626, -0.554], [1.855, 0.410, -1.695], [3.064, 0.160, -0.463], [0.876, -2.432, 0.703], [1.449, -1.870, -0.825], [3.588, -2.080, -0.066], [3.286, -1.882, 1.602], [2.794, -3.325, 0.635], [-0.625, -0.770, 0.961], [-0.653, -0.007, -0.634], [-0.364, 2.190, 0.613], [-0.090, 1.393, 2.157], [-1.618, 1.280, 1.461], [4.322, -5.070, -2.397], [4.303, -3.827, -3.271], [5.017, -2.582, -2.842], [4.619, -1.510, -3.806], [5.034, -0.057, -3.493], [6.478, -2.746, -2.941], [6.978, -3.057, -1.622], [3.695, -5.188, -1.513], [5.334, -5.448, -2.249], [3.687, -5.765, -2.947], [4.789, -4.080, -4.213], [3.292, -3.643, -3.634], [3.540, -1.650, -3.869], [4.869, -1.790, -4.829], [4.747, 0.632, -4.287], [6.104, 0.068, -3.326], [4.513, 0.469, -2.692], [6.715, -3.635, -3.526], [6.978, -1.874, -3.363], [7.013, -2.145, -1.026], [6.430, -3.875, -1.156], [8.020, -3.374, -1.607]],
  "mulliken_charge": [-1.03, -0.50, 0.45, -0.37, -1.43, -0.16, -1.41, 0.48, 0.29, 0.07, -0.09, 0.55, 0.23, 0.09, 0.41, 0.35, 0.38, 0.33, 0.28, 0.28, 0.33, 0.43, -0.57, -0.92, -0.01, -0.20, -1.50, -0.33, -1.38, 0.39, -0.16, 0.34, 0.52, 0.45, 0.31, 0.39, 0.41, 0.34, 0.31, 0.33, 0.41, 0.44, 0.45, 0.01, -1.48, -0.60, 0.48, -0.44, -1.33, -0.26, -1.56, 0.46, 0.29, 0.35, 0.47, 0.44, 0.03, 0.51, 0.33, 0.16, 0.47, 0.57, 0.11, 0.41, 0.38, 0.18, -1.29, -0.26, 0.16, -0.85, -0.93, -0.44, -0.92, 0.31, 0.43, 0.32, 0.17, 0.38, 0.35, 0.45, 0.14, 0.58, 0.16, 0.15, 0.24, 0.35, 0.04, 0.48, -1.47, -0.06, -0.13, -0.97, -0.34, 0.71, -1.60, 0.34, 0.33, 0.41, -0.02, 0.44, 0.35, 0.46, 0.37, -0.40, 0.49, 0.45, -0.37, 0.47, 0.22, 0.36, -1.08, -0.51, -0.03, 0.35, -1.58, -0.45, -1.38, 0.14, 0.40, 0.35, 0.26, 0.44, -0.36, 0.40, 0.43, 0.45, 0.34, 0.40, 0.35, 0.39, 0.34, 0.33, -1.50, -0.13, 0.86, -0.75, -0.97, -0.33, -0.32, 0.46, 0.32, 0.11, 0.28, 0.22, 0.43, 0.30, 0.08, 0.09, 0.48, 0.20, 0.05, -0.23, -0.12, 0.44, -1.31, -0.82, 0.38, -0.69, -0.93, -0.43, -1.31, 0.20, 0.32, 0.43, 0.47, 0.53, 0.48, 0.31, 0.44, 0.26, 0.06, 0.28, 0.42, 0.28, 0.20, 0.44]
}